(1)
{"formula": "C9H13N2O2P", "method": "ωB97M-V with the def2-TZVPD basis set", "symbols": ["H", "N", "C", "C", "C", "O", "P", "C", "O", "C", "C", "C", "C", "C", "N", "H", "H", "H", "H", "H", "H", "H", "H", "H", "H", "H", "H"], "coordinates": [[-2.743, 1.679, 1.362], [-2.672, 0.729, 1.242], [-1.880, 0.219, 0.455], [-1.793, -1.199, -0.054], [-2.960, -1.258, -1.096], [-2.162, -2.122, 0.947], [-0.215, 1.336, -0.137], [-0.205, 1.575, -2.023], [-0.380, 2.576, 0.575], [1.352, 0.428, 0.267], [2.231, 1.186, 1.150], [3.342, 0.536, 1.599], [3.650, -0.702, 1.037], [2.781, -1.280, 0.153], [1.696, -0.698, -0.257], [-0.932, -1.444, -0.631], [-3.974, -1.036, -0.726], [-2.975, -2.279, -1.256], [-2.806, -0.660, -2.041], [-1.850, -1.847, 1.827], [-1.140, 2.085, -2.139], [0.788, 1.982, -2.421], [-0.338, 0.542, -2.434], [1.718, 2.006, 1.666], [4.040, 1.030, 2.288], [4.528, -1.247, 1.103], [2.900, -2.135, -0.458]], "total_energy_ev": -25905.9791, "total_charge": 0, "homo_lumo_gap_ev": 8.9, "smiles": "[H]/N=C(/[C@H](C)O)[P@@](C)(=O)c1ccccn1", "e_homo_ev": -8.7}

***

(2)
{"formula": "C32H74N3O14SSi2", "method": "ωB97M-V with the def2-TZVPD basis set", "symbols": ["C", "C", "C", "O", "Si", "O", "O", "Si", "C", "C", "C", "C", "C", "C", "C", "C", "O", "C", "C", "O", "C", "C", "C", "S", "O", "O", "O", "C", "C", "C", "O", "C", "O", "O", "H", "H", "H", "H", "H", "H", "H", "H", "H", "H", "H", "H", "H", "H", "H", "H", "H", "H", "H", "H", "H", "H", "H", "H", "H", "H", "H", "H", "H", "H", "H", "H", "H", "H", "H", "H", "H", "H", "H", "H", "H", "C", "C", "C", "O", "C", "N", "H", "H", "H", "H", "H", "H", "H", "H", "H", "H", "H", "C", "C", "C", "O", "C", "N", "H", "H", "H", "H", "H", "H", "H", "H", "H", "H", "H", "C", "C", "C", "O", "C", "N", "H", "H", "H", "H", "H", "H", "H", "H", "H", "H", "H"], "coordinates": [[-0.368, -5.182, -1.964], [0.768, -4.056, -2.088], [1.431, -3.615, -0.697], [0.539, -3.639, 0.445], [-0.150, -2.048, 0.728], [1.229, -1.005, 0.977], [-1.068, -2.194, 2.174], [-2.089, -0.827, 2.476], [-3.743, -1.147, 1.517], [-4.955, -0.203, 2.064], [-6.293, -0.716, 1.296], [-6.201, -0.400, -0.295], [-6.015, 1.178, -0.570], [-6.619, 1.638, -1.990], [-6.011, 3.110, -2.286], [-4.610, 3.076, -3.065], [-4.603, 2.235, -4.256], [-3.496, 1.315, -4.143], [-3.580, -0.103, -3.406], [-2.410, 1.675, -4.677], [-2.586, -0.968, 4.356], [-2.427, 0.409, 5.166], [-0.896, 0.796, 5.455], [-0.818, 1.599, 7.129], [0.555, 2.099, 7.484], [-1.799, 2.728, 7.193], [-1.329, 0.409, 8.225], [-1.341, 0.874, 2.032], [-1.868, 1.478, 0.612], [-0.656, 2.255, -0.079], [-2.895, 2.494, 0.914], [-1.154, -1.628, -0.842], [-2.176, -2.257, -1.275], [-0.693, -0.555, -1.604], [-0.912, -5.201, -0.964], [-1.173, -4.950, -2.758], [0.099, -6.189, -2.252], [1.595, -4.485, -2.773], [0.345, -3.132, -2.631], [2.260, -4.392, -0.473], [1.972, -2.627, -0.871], [1.588, -0.723, 0.109], [-4.055, -2.218, 1.789], [-3.642, -0.973, 0.398], [-5.121, -0.306, 3.187], [-4.698, 0.868, 1.770], [-7.257, -0.316, 1.761], [-6.283, -1.867, 1.375], [-5.359, -0.994, -0.801], [-7.177, -0.752, -0.802], [-4.895, 1.404, -0.602], [-6.472, 1.757, 0.305], [-7.768, 1.672, -1.926], [-6.306, 0.855, -2.763], [-6.797, 3.774, -2.777], [-5.802, 3.567, -1.247], [-4.386, 4.150, -3.408], [-3.786, 2.669, -2.371], [-2.698, -0.725, -3.788], [-4.568, -0.659, -3.607], [-3.481, 0.070, -2.272], [-1.846, -1.716, 4.841], [-3.630, -1.409, 4.459], [-2.937, 0.271, 6.180], [-3.008, 1.214, 4.586], [-0.259, -0.145, 5.359], [-0.531, 1.557, 4.684], [-0.667, -0.311, 8.110], [-1.637, 1.672, 2.815], [-0.185, 0.898, 2.023], [-2.385, 0.711, -0.046], [-0.234, 3.071, 0.623], [-0.925, 2.767, -1.061], [0.187, 1.496, -0.229], [-2.464, 3.343, 1.144], [1.745, 5.354, -5.429], [2.403, 4.659, -4.240], [1.482, 3.652, -3.523], [0.493, 4.248, -2.689], [-0.652, 4.718, -3.381], [2.910, 5.679, -3.314], [1.054, 6.142, -5.125], [2.504, 5.825, -6.059], [1.196, 4.638, -6.048], [3.259, 4.097, -4.630], [2.102, 3.047, -2.853], [1.020, 2.953, -4.230], [-0.906, 4.086, -4.237], [-0.501, 5.751, -3.701], [-1.494, 4.712, -2.684], [3.439, 5.215, -2.576], [2.104, 6.070, -2.824], [2.615, -8.979, 2.883], [3.567, -8.999, 1.690], [4.561, -7.820, 1.672], [3.996, -6.580, 1.263], [3.285, -5.892, 2.281], [2.777, -9.059, 0.454], [1.811, -8.251, 2.766], [2.141, -9.957, 3.005], [3.150, -8.751, 3.810], [4.156, -9.920, 1.765], [5.337, -8.046, 0.931], [5.075, -7.711, 2.635], [3.735, -6.037, 3.267], [2.241, -6.207, 2.286], [3.303, -4.826, 2.045], [3.412, -9.178, -0.334], [2.378, -8.131, 0.304], [5.348, 3.477, 0.480], [5.871, 2.935, -0.847], [7.395, 2.701, -0.863], [8.173, 3.889, -0.985], [8.350, 4.602, 0.227], [5.452, 3.838, -1.927], [5.553, 4.541, 0.609], [4.263, 3.355, 0.538], [5.788, 2.940, 1.325], [5.391, 1.963, -1.009], [7.634, 2.103, -1.749], [7.721, 2.113, 0.004], [8.425, 3.936, 1.091], [7.537, 5.316, 0.366], [9.278, 5.174, 0.149], [5.710, 3.422, -2.820], [6.040, 4.671, -1.871]], "total_energy_ev": -94111.0026, "total_charge": -1, "homo_lumo_gap_ev": 7.4, "e_homo_ev": -5.6}